Density functional theory data (ωB97M-V with the def2-TZVPD basis set) for a cluster of 4 separate species, C2H12O3S in total.

The HOMO energy comes out at -8.2547 eV. The calculation puts the HOMO-LUMO gap at 8.8 eV. Its LUMO energy is 0.50 eV. As for the structure (SMILES): CSC.O.O.O. The energy relative to the best compared isomer or geometry (same formula, charge and spin) comes out at 84.6 kJ/mol. As for the spin multiplicity: 1.

Each atom is followed by the atoms it is bonded to, with distances in Å.
Atoms and positions in Å:
1 S -0.031 -2.028 -0.599  C5 1.846, C6 1.846
2 O -2.068 -0.093 1.350  H12 0.967, H13 0.955
3 O -1.110 2.297 0.565  H10 0.977, H11 0.956
4 O 2.031 1.301 0.369  H17 0.963, H18 0.972
5 C -0.170 -0.820 -1.989  S1 1.846, H8 1.105, H9 1.086, H15 1.081
6 C 1.378 -1.410 0.422  S1 1.846, H7 1.097, H14 1.070, H16 1.077
7 H 1.439 -2.208 1.171  C6 1.097
8 H 0.326 0.166 -1.936  C5 1.105
9 H -1.224 -0.597 -2.120  C5 1.086
10 H -1.192 1.329 0.657  O3 0.977
11 H -1.417 2.485 -0.321  O3 0.956
12 H -2.372 0.208 2.218  O2 0.967
13 H -2.592 -0.817 1.013  O2 0.955
14 H 0.974 -0.509 0.834  C6 1.070
15 H 0.116 -1.301 -2.914  C5 1.081
16 H 2.311 -1.468 -0.114  C6 1.077
17 H 2.509 1.973 0.865  O4 0.963
18 H 1.091 1.493 0.528  O4 0.972


Density functional theory data (ωB97M-V with the def2-TZVPD basis set) for a cluster of 2 separate species, C2H6N3S in total.

The HOMO energy (spin up / spin down) comes out at -15.2170 / -14.2998 eV. The calculation puts the HOMO-LUMO gap (spin up / spin down) at 9.8 / 5.4 eV. Its LUMO energy (spin up / spin down) is -5.44 / -8.89 eV. The energy relative to the best compared isomer or geometry (same formula, charge and spin) comes out at 654.6 kJ/mol. As for the total charge: +1. As for the spin multiplicity: 1.

Each atom is followed by the atoms it is bonded to, with distances in Å.
Atoms and positions in Å:
1 S -1.758 1.196 1.346  N3 1.686, C6 1.731
2 N -0.219 -0.613 0.507  N3 1.257, C5 1.404
3 N -1.042 -0.329 1.413  S1 1.686, N2 1.257
4 N 1.537 -1.997 -0.429  H9 1.012, H11 1.060
5 C 0.117 0.439 -0.360  N2 1.404, C6 1.540, H10 1.048, H12 1.079
6 C -0.936 1.540 -0.138  S1 1.731, C5 1.540, H7 1.171, H8 1.026
7 H -1.662 1.086 -0.937  C6 1.171
8 H -0.576 2.496 -0.038  C6 1.026
9 H 1.023 -2.858 -0.290  N4 1.012
10 H 0.215 0.157 -1.365  C5 1.048
11 H 2.174 -1.841 0.403  N4 1.060
12 H 1.128 0.725 -0.112  C5 1.079


Density functional theory data (ωB97M-V with the def2-TZVPD basis set) for a cluster of 2 separate species, C3H7N3O in total.

The HOMO energy (spin up / spin down) comes out at -8.4052 / -8.2320 eV. The calculation puts the HOMO-LUMO gap (spin up / spin down) at 6.6 / 6.9 eV. Its LUMO energy (spin up / spin down) is -1.78 / -1.38 eV. The energy relative to the best compared isomer or geometry (same formula, charge and spin) comes out at 658.6 kJ/mol. As for the spin multiplicity: 1.

Each atom is followed by the atoms it is bonded to, with distances in Å.
Atoms and positions in Å:
1 O -1.492 0.040 -1.122  N3 1.304
2 N 0.298 -1.693 -1.465  C7 1.249, H8 1.138
3 N -1.038 1.086 -0.490  O1 1.304, C5 1.418, H14 1.021
4 N -0.062 -0.219 1.130  C5 1.309, H9 1.014
5 C -0.046 0.934 0.512  N3 1.418, N4 1.309, C6 1.386
6 C 0.705 2.064 0.795  C5 1.386, H11 1.078, H12 1.078
7 C 0.177 -2.496 -0.516  N2 1.249, H10 1.119, H13 1.085
8 H -0.456 -0.841 -1.442  N2 1.138
9 H 0.685 -0.300 1.812  N4 1.014
10 H -0.329 -2.155 0.422  C7 1.119
11 H 1.305 2.107 1.690  C6 1.078
12 H 0.550 2.993 0.270  C6 1.078
13 H 0.677 -3.458 -0.545  C7 1.085
14 H -0.974 1.937 -1.050  N3 1.021